1.
{"formula": "C3H7NO2S2", "method": "ωB97M-V with the def2-TZVPD basis set", "species": ["C", "C", "C", "N", "O", "O", "S", "S", "H", "H", "H", "H", "H", "H", "H"], "coordinates": [[0.7958, 0.0164, 1.2581], [-0.3975, 0.5087, 2.1176], [-0.5247, 0.3763, -0.5730], [0.7318, 0.6211, -0.0363], [-1.6546, -1.0658, -2.6195], [0.8113, -1.0339, -2.2730], [-1.6646, 0.2485, 0.8441], [-0.7235, -1.3254, -1.6160], [1.7427, 0.3629, 1.6997], [0.5009, -1.0406, 1.0276], [-0.6103, -0.1662, 2.9229], [-0.3488, 1.5954, 2.5463], [-1.1200, 1.5691, -1.5220], [1.5458, 0.2918, -0.5659], [0.9157, -0.9582, -3.2107]], "forces_ev_per_a": [[-0.5, 0.1, 1.4], [0.5, 1.6, -0.8], [-2.3, 1.9, -2.2], [0.5, 0.8, -0.7], [-3.3, 0.6, -3.0], [0.1, -0.6, 1.7], [-0.8, 0.5, -0.2], [4.2, 1.5, 2.5], [0.0, -1.2, 0.0], [1.4, 0.0, 1.4], [0.0, -0.4, 0.4], [0.0, -1.9, -1.1], [1.7, -3.4, 2.0], [-0.8, 0.4, -0.4], [-0.6, 0.0, -1.0]], "charge": 0, "homo_energy_ev": -8.228, "e_above_lowest_kj_mol": 431.68}

2.
{"formula": "C18H14Cl2N4O2", "method": "ωB97M-V with the def2-TZVPD basis set", "species": ["N", "C", "C", "C", "C", "N", "C", "O", "C", "Cl", "C", "Cl", "C", "O", "C", "N", "C", "C", "C", "C", "C", "C", "C", "C", "N", "C", "H", "H", "H", "H", "H", "H", "H", "H", "H", "H", "H", "H", "H", "H"], "coordinates": [[-3.6448, -1.9791, 1.8567], [-2.6277, -1.3999, 1.8318], [-1.4007, -0.6803, 1.8010], [-1.4152, 0.6827, 1.7041], [-2.6480, 1.3843, 1.6729], [-3.6739, 1.9500, 1.6485], [-0.1780, 1.4846, 1.7422], [-0.2083, 2.7024, 1.5565], [1.0874, 0.7266, 1.9247], [2.5044, 1.6617, 2.0595], [1.1080, -0.6399, 1.9762], [2.5549, -1.5149, 2.1620], [-0.1477, -1.4464, 1.9325], [-0.1599, -2.6701, 2.0316], [-5.6822, 3.0126, -3.3897], [-5.9485, 2.3477, -2.1457], [-7.3001, 2.4463, -1.6438], [-7.3408, 1.4794, -0.4535], [-6.0784, 0.6080, -0.5654], [-5.3925, 1.0353, -1.9013], [-3.8764, 1.0505, -1.8345], [-3.2188, 2.1845, -1.3565], [-1.8457, 2.1340, -1.1468], [-1.1650, 0.9384, -1.4370], [-1.8020, -0.1505, -1.8410], [-3.1042, -0.1122, -2.0816], [-4.6051, 3.0713, -3.5854], [-6.1681, 2.5276, -4.2547], [-6.0826, 4.0339, -3.3179], [-7.5119, 3.4906, -1.3742], [-8.0390, 2.1572, -2.4163], [-7.3208, 2.0551, 0.4746], [-8.2556, 0.8854, -0.4763], [-5.4037, 0.8041, 0.2809], [-6.2927, -0.4650, -0.5895], [-5.6994, 0.3034, -2.6829], [-3.8075, 3.0637, -1.0842], [-1.2973, 2.9691, -0.7202], [-0.0797, 0.8713, -1.2936], [-3.5999, -1.0191, -2.4595]], "forces_ev_per_a": [[2.3, 1.3, 0.0], [-2.5, -1.6, -0.1], [-0.4, 1.5, 0.0], [-0.2, -1.5, 0.5], [-2.8, 1.6, -0.1], [2.5, -1.4, 0.3], [0.4, 2.0, -0.8], [0.1, -2.2, 0.6], [0.2, -1.1, 0.2], [-0.1, 0.0, -0.1], [0.1, 1.1, 0.1], [-0.1, 0.0, 0.0], [0.4, -1.9, 0.1], [0.1, 2.1, -0.2], [-0.2, 0.1, -0.1], [0.5, 0.3, 0.5], [0.0, -0.1, -0.3], [-0.1, 0.2, 0.1], [0.5, 0.0, -0.1], [-0.4, -0.3, -0.3], [0.2, -0.3, 0.3], [0.1, -0.2, 0.1], [0.4, -0.4, -0.4], [-0.6, 0.9, 0.5], [0.4, -0.8, -0.6], [-0.8, 1.1, 0.3], [-0.2, 0.0, 0.0], [0.0, 0.0, 0.0], [0.2, -0.2, -0.1], [0.0, -0.2, 0.0], [0.1, 0.0, 0.1], [-0.1, -0.2, 0.0], [0.1, 0.0, 0.1], [-0.2, -0.1, -0.3], [0.0, 0.2, 0.1], [0.1, 0.2, 0.1], [0.2, -0.3, -0.2], [-0.1, 0.0, -0.2], [-0.3, -0.1, -0.1], [0.4, 0.3, 0.2]], "charge": 0, "homo_energy_ev": -8.352, "smiles": "N#CC1=C(C#N)C(=O)C(Cl)=C(Cl)C1=O.CN1CCC[C@@H]1c1cccnc1", "e_above_lowest_kj_mol": 78.38}